Entry 1:
{
  "formula": "C46H62NO2TeTi",
  "method": "ωB97M-V/def2-TZVPD",
  "orbital_gap_ev": [6.23, 6.33],
  "lumo_ev": [-3.74, -3.64],
  "homo_energy_ev": [-9.975, -9.967],
  "total_charge": 1,
  "spin_multiplicity": 1,
  "elements": ["Te", "Ti", "O", "O", "N", "C", "C", "C", "C", "C", "C", "C", "C", "C", "C", "C", "C", "C", "C", "C", "C", "C", "C", "C", "C", "C", "C", "C", "C", "C", "C", "C", "C", "C", "C", "C", "C", "C", "C", "C", "C", "C", "C", "C", "C", "C", "C", "C", "C", "C", "C", "H", "H", "H", "H", "H", "H", "H", "H", "H", "H", "H", "H", "H", "H", "H", "H", "H", "H", "H", "H", "H", "H", "H", "H", "H", "H", "H", "H", "H", "H", "H", "H", "H", "H", "H", "H", "H", "H", "H", "H", "H", "H", "H", "H", "H", "H", "H", "H", "H", "H", "H", "H", "H", "H", "H", "H", "H", "H", "H", "H", "H", "H"],
  "positions_angstrom": [[-1.7948, -2.6925, -0.3305], [-1.6925, 0.1828, -0.2418], [-2.0691, 0.9666, 1.4076], [-0.5575, 0.0214, -1.6515], [0.0318, 0.0860, 0.6901], [-3.9292, 3.1844, -2.6767], [-5.1624, -0.8774, -0.0418], [3.2120, -1.3825, -0.6907], [0.1424, -3.5640, -0.4451], [0.1981, -5.6458, -4.1925], [1.0975, -0.4046, -0.1075], [2.5923, 0.5143, -4.4500], [-2.9677, 3.8346, 2.4672], [4.1869, -3.3319, 0.5185], [0.1375, 0.2367, -4.3312], [1.5668, -1.7564, -4.7200], [0.7551, -0.3543, -1.4673], [-3.7049, -0.1841, -1.8510], [1.2771, 2.1212, 3.5634], [-3.5328, 1.8748, 3.9408], [2.8845, -1.1914, -2.0213], [0.0286, 2.6437, 3.9156], [-4.3256, 1.3915, -0.1667], [1.1691, -5.9128, -3.2326], [2.3927, 2.0902, 5.7960], [-1.1558, 2.3199, 3.2657], [-1.8237, 2.9683, -1.3190], [-5.9461, -1.9484, 0.6568], [1.1429, -5.2489, -2.0180], [-1.0611, 1.3861, 2.2334], [5.4209, -2.3944, -1.4249], [-3.5882, 1.1122, -1.3173], [-5.0690, 0.4082, 0.4737], [0.1521, -4.3070, -1.7547], [1.3348, 1.2209, 2.5128], [-2.8904, 2.2109, -2.1198], [2.6459, 4.0854, 4.3019], [2.5229, 2.5554, 4.3381], [5.2774, -1.0844, 0.6858], [2.2986, -0.9478, 0.2816], [4.5178, -2.0398, -0.2442], [1.6622, -0.6509, -2.4624], [-0.7934, -4.7141, -3.9329], [-4.5009, -1.1423, -1.2469], [-0.8191, -4.0387, -2.7154], [-2.4929, 2.9655, 3.6403], [-2.3826, 3.8634, 4.8732], [0.1646, 0.8527, 1.8624], [-1.8604, -2.9816, -2.4368], [1.4710, -0.4225, -3.9689], [3.7987, 1.9504, 3.7503], [2.5185, -1.0528, 1.3370], [-3.3740, 4.2497, 5.1196], [-1.7285, 4.7205, 4.6993], [3.5812, 0.0740, -4.3165], [-2.8598, -3.2926, -2.7336], [5.4205, -0.1103, 0.2129], [3.5216, -3.1419, 1.3643], [1.8913, -5.4674, -1.2649], [-5.2693, -2.6113, 1.1994], [3.7975, 0.8593, 3.8190], [5.7425, -1.5038, -1.9707], [0.7753, -2.4416, -4.4082], [-3.0613, 3.2389, 1.5599], [-4.5012, 2.3331, 4.1592], [-1.6143, -2.0319, -2.9117], [4.6634, 2.3136, 4.3079], [-1.2673, 3.6341, -1.9782], [3.2694, 2.4001, 6.3694], [3.5746, 4.3975, 4.7849], [1.8217, 4.5715, 4.8270], [-0.0124, 3.3530, 4.7301], [-4.6386, -2.1047, -1.7258], [1.9384, -6.6493, -3.4274], [3.7011, -4.0557, -0.1421], [6.2606, -1.4958, 0.9243], [4.7486, -0.9291, 1.6291], [-1.5509, -4.5056, -4.6802], [-3.9389, 4.2822, 2.6945], [-0.7195, -0.3881, -4.0729], [3.6022, -1.4750, -2.7774], [2.3144, 1.0018, 5.8517], [-6.6476, -1.5272, 1.3741], [4.9273, -3.0719, -2.1256], [2.6566, 4.4527, 3.2730], [-5.6138, 0.6609, 1.3752], [-2.0157, 3.3174, 5.7453], [0.1172, 0.4035, -5.4102], [0.0170, 1.2025, -3.8363], [2.4632, 0.7272, -5.5139], [0.2591, -4.2248, 0.4108], [0.2120, -6.1695, -5.1393], [-2.2674, 3.5666, -0.5216], [2.5685, 1.4613, -3.9058], [-1.0630, 2.3209, -0.8680], [1.5094, 2.5168, 6.2753], [-3.6538, 1.1916, 3.1000], [-6.4990, -2.5613, -0.0552], [-4.6734, 2.6658, -3.2819], [0.8959, -2.7845, -0.3973], [-3.4423, 3.9349, -3.3010], [2.5226, -2.2545, -4.5459], [1.4697, -1.5869, -5.7954], [5.1011, -3.7875, 0.9057], [6.3160, -2.8989, -1.0575], [-2.3920, 1.7185, -2.9572], [-4.4485, 3.7057, -1.8699], [2.2797, 0.8301, 2.1672], [-3.2598, -0.3769, -2.8211], [-2.2564, 4.6405, 2.2731], [-4.3550, 2.4047, 0.2110], [3.9374, 2.2324, 2.7032], [-3.2338, 1.2885, 4.8131]],
  "lowdin_charge": [1.53, 0.91, -0.19, -0.24, 0.00, -0.04, -0.25, -0.15, -0.35, -0.07, -0.22, -0.04, -0.03, -0.04, -0.05, -0.02, -0.23, -0.10, -0.15, -0.03, 0.03, 0.03, -0.02, -0.06, -0.04, -0.08, -0.03, -0.02, -0.03, -0.22, -0.06, -0.31, 0.01, -0.28, 0.05, -0.37, -0.04, -0.55, -0.04, 0.01, -0.55, -0.07, -0.04, -0.09, -0.29, -0.53, -0.06, -0.17, -0.37, -0.52, -0.07, 0.12, 0.09, 0.09, 0.08, 0.06, 0.10, 0.08, 0.11, 0.09, 0.08, 0.09, 0.07, 0.04, 0.09, 0.04, 0.09, 0.10, 0.09, 0.09, 0.08, 0.10, 0.12, 0.11, 0.08, 0.09, 0.07, 0.12, 0.09, 0.06, 0.10, 0.09, 0.09, 0.09, 0.09, 0.13, 0.09, 0.09, 0.09, 0.09, 0.07, 0.11, 0.08, 0.10, 0.06, 0.08, 0.06, 0.09, 0.09, 0.04, 0.09, 0.09, 0.09, 0.09, 0.09, 0.13, 0.09, 0.09, 0.13, 0.10, 0.12, 0.09, 0.10]
}

Entry 2:
{
  "formula": "C22H16N2O5",
  "method": "ωB97M-V/def2-TZVPD",
  "orbital_gap_ev": 3.19,
  "lumo_ev": -2.93,
  "homo_energy_ev": -6.119,
  "total_charge": 0,
  "spin_multiplicity": 1,
  "elements": ["O", "O", "O", "O", "O", "N", "N", "C", "C", "C", "C", "C", "C", "C", "C", "C", "C", "C", "C", "C", "C", "C", "C", "C", "C", "C", "C", "C", "C", "H", "H", "H", "H", "H", "H", "H", "H", "H", "H", "H", "H", "H", "H", "H", "H"],
  "positions_angstrom": [[0.2106, 7.5764, 1.2381], [-1.4345, 1.5026, 3.7477], [0.3769, 1.7651, 2.5324], [2.5831, 1.7765, -2.7957], [2.9609, 1.3100, -0.6817], [-0.8861, 1.6615, 2.6123], [2.1908, 1.6206, -1.6148], [-1.7018, 9.0110, -0.0948], [2.5201, 7.4458, 1.4360], [-1.0549, 7.1798, 1.5170], [-4.4061, 8.4282, 0.4053], [-1.4318, 2.0805, -2.2698], [-1.2877, 6.1140, 2.3838], [0.7971, 1.8090, -1.3638], [-0.2216, 5.3744, 2.8763], [0.2829, 1.7212, -0.0601], [3.6575, 6.8905, 2.0073], [-1.1074, 1.8314, 0.1720], [2.2971, 5.3119, 3.2823], [-1.6545, 1.7987, 1.4917], [1.1066, 5.8109, 2.6657], [-0.0450, 2.0557, -2.4640], [-2.7018, 9.7021, -0.7657], [-2.0361, 7.9919, 0.8390], [-4.0594, 9.4212, -0.5274], [3.5371, 5.8477, 2.9464], [1.2917, 6.9041, 1.7851], [-3.4049, 7.7289, 1.0820], [-1.9654, 1.9430, -0.9854], [4.6319, 7.2768, 1.7098], [4.4426, 5.4456, 3.4077], [2.5384, 8.2716, 0.7193], [-3.6525, 6.9536, 1.8067], [-5.4508, 8.1888, 0.6110], [-4.8440, 9.9653, -1.0572], [-2.7328, 1.7058, 1.6414], [0.4121, 2.2006, -3.4459], [-0.4057, 4.5028, 3.4926], [2.1885, 4.5235, 4.0368], [-2.0794, 2.2138, -3.1402], [-0.6519, 9.2438, -0.2996], [-2.4362, 10.4750, -1.4915], [0.9175, 1.5717, 0.8089], [-2.3071, 5.8937, 2.6788], [-3.0441, 1.9200, -0.8202]],
  "lowdin_charge": [0.11, -0.10, -0.11, 0.02, 0.05, -0.45, -0.32, 0.01, 0.02, -0.12, -0.05, -0.09, 0.06, -0.17, 0.11, 0.05, -0.03, -0.20, 0.03, -0.07, -0.11, -0.04, -0.06, -0.13, -0.05, -0.04, -0.14, 0.00, -0.04, 0.12, 0.12, 0.14, 0.11, 0.11, 0.11, 0.11, 0.11, 0.14, 0.14, 0.10, 0.12, 0.11, 0.09, 0.12, 0.10]
}

Entry 3:
{
  "formula": "C28H46BrN3P2Pd",
  "method": "ωB97M-V/def2-TZVPD",
  "orbital_gap_ev": [5.97, 3.97],
  "lumo_ev": [-6.48, -8.76],
  "homo_energy_ev": [-12.444, -12.739],
  "total_charge": 2,
  "spin_multiplicity": 3,
  "elements": ["Pd", "Br", "P", "P", "N", "N", "N", "C", "C", "C", "C", "C", "C", "C", "C", "C", "C", "C", "C", "C", "C", "C", "C", "C", "C", "C", "C", "C", "C", "C", "C", "C", "C", "C", "C", "H", "H", "H", "H", "H", "H", "H", "H", "H", "H", "H", "H", "H", "H", "H", "H", "H", "H", "H", "H", "H", "H", "H", "H", "H", "H", "H", "H", "H", "H", "H", "H", "H", "H", "H", "H", "H", "H", "H", "H", "H", "H", "H", "H", "H", "H"],
  "positions_angstrom": [[-0.7063, -0.2145, -1.7389], [2.6847, 4.7473, -0.3034], [-1.1546, -2.3215, -1.8896], [3.6031, -0.7261, -0.9556], [-0.4374, 0.3884, 0.3346], [-1.0166, 0.2319, 2.7455], [-5.2564, 3.7354, -5.1508], [-0.0668, -0.4295, 3.6615], [-0.3842, -2.5954, -4.6470], [-0.7668, 0.3357, 1.4669], [-0.3560, -3.2000, -3.2403], [2.4232, -1.3904, 0.2550], [4.3628, -1.8868, -3.3144], [-5.2891, 4.0153, -3.8556], [-1.5411, 1.2611, -2.8100], [3.1544, -1.1853, -2.6599], [1.4593, 3.5608, -2.6103], [3.4618, 1.0921, -0.8934], [-0.9922, 3.2510, -1.3821], [-3.8728, 2.0909, -3.2814], [1.2730, 4.1617, -1.3365], [-2.9395, -2.4531, -2.0317], [3.1047, -1.7850, 1.5750], [-0.0474, 4.1159, -0.8334], [-2.9202, 1.4441, -2.4068], [-0.6885, 2.4532, -2.4857], [4.8424, 1.7242, -1.0782], [-3.9342, 1.7760, -4.6787], [0.4753, 2.7457, -3.2207], [-2.2713, 0.7426, 3.3271], [-3.7790, -1.8279, -0.9158], [-4.6329, 2.6262, -5.5512], [-1.2851, -4.1975, 0.1097], [-4.6794, 3.2188, -2.8778], [-0.4957, -3.0009, -0.3515], [2.2630, -1.8356, -2.6222], [-4.0677, -2.5965, -0.1879], [0.6724, -3.3776, -2.8934], [-0.4325, -2.1908, 0.3928], [-3.1243, 0.0839, 3.0898], [-1.9915, 3.1416, -0.9400], [0.9650, -0.1717, 3.3958], [-3.3660, 0.9275, -5.0954], [1.6364, -0.6250, 0.3798], [-1.4951, -4.8753, -0.7252], [2.4071, -2.3728, 2.1861], [5.2078, 1.6087, -2.1087], [-0.1738, -1.5267, 3.6313], [-3.0578, -3.5439, -2.0716], [2.3989, 3.7026, -3.1655], [3.4228, -0.9051, 2.1538], [-1.3632, -2.7492, -5.1107], [-0.6683, -4.7350, 0.8313], [-5.7998, 4.9352, -3.5471], [-4.6981, 3.5240, -1.8306], [0.6119, 2.2768, -4.1966], [-4.6494, 2.4192, -6.6278], [3.0239, 1.3552, 0.0812], [-0.3249, 4.7570, 0.0122], [-3.1891, 1.2729, -1.3610], [-0.9341, -4.1268, -3.2127], [4.7746, 2.7919, -0.8539], [-0.1441, -1.5246, -4.6686], [1.9946, -2.2815, -0.2258], [5.5893, 1.2754, -0.4097], [3.9912, -2.4103, 1.3841], [-4.6968, -1.4218, -1.3622], [4.5815, -2.8409, -2.8132], [-2.2215, -3.9066, 0.5892], [-3.1986, -2.0151, -3.0115], [0.3547, -3.1383, -5.2452], [2.7610, 1.3815, -1.6927], [5.2685, -1.2628, -3.2667], [-1.4493, 0.8803, -3.8371], [-0.2793, -0.0903, 4.6790], [-2.1538, 0.7949, 4.4156], [-3.2896, -0.9981, -0.3809], [0.5313, -3.2863, -0.6205], [-2.4765, 1.7453, 2.9335], [2.9054, -0.2478, -3.1800], [4.1445, -2.0896, -4.3685]],
  "lowdin_spin": [0.24, 0.00, 0.08, 0.60, 0.01, 0.01, 0.07, 0.00, 0.00, 0.01, 0.02, 0.10, 0.02, -0.01, -0.08, 0.09, 0.01, 0.08, 0.00, 0.02, -0.01, 0.00, 0.02, 0.00, 0.43, 0.01, 0.02, 0.07, -0.01, 0.00, 0.00, -0.01, 0.01, 0.07, 0.03, 0.01, 0.00, 0.00, 0.01, 0.00, 0.00, 0.00, 0.00, 0.02, 0.00, 0.00, 0.00, 0.00, 0.00, 0.00, 0.00, 0.00, 0.00, 0.00, 0.00, 0.00, 0.00, 0.00, 0.00, 0.01, 0.00, 0.00, 0.00, 0.00, 0.00, 0.00, 0.00, 0.00, 0.00, 0.00, 0.00, 0.01, 0.00, 0.00, 0.00, 0.00, 0.00, 0.00, 0.00, 0.01, 0.00]
}

Which energy relative to the best compared isomer or geometry (same formula, charge and spin) belongs to each record? In order, 19.3 154.6 26.3 kcal/mol.
Which DFT total energy belongs to each record? In order, -84700.44602 -36282.97534 -126333.18746 eV.